Entry 1:
64
Properties=species:S:1:pos:R:3 method="wB97M-V/def2-TZVPD" spin_multiplicity=2 s_squared=0.76 e_above_lowest_ev=0.9368 charge=-2 lumo_energy_ev="3.984 / 3.969"
Pb -2.449 0.582 -0.574
O -2.720 1.364 -2.826
N -2.298 0.539 -3.755
C -1.290 0.971 -4.541
C -0.780 0.204 -5.555
C -1.325 -1.069 -5.753
C -2.336 -1.507 -4.934
C -2.855 -0.719 -3.887
S -4.062 -1.226 -2.805
H -0.941 1.959 -4.281
H 0.029 0.589 -6.158
H -0.950 -1.712 -6.540
H -2.771 -2.489 -5.050
Te -3.712 4.229 2.483
Te -5.498 3.500 4.372
Te -3.110 5.080 -1.399
Te -4.406 3.223 0.030
C 3.666 -0.612 -2.061
C 2.630 -0.852 -3.153
C 2.000 -2.240 -3.095
C 1.252 -2.565 -1.799
N 0.130 -1.679 -1.487
C 0.302 -0.543 -0.678
S 0.174 1.086 -1.297
N 0.981 -0.788 0.540
C 0.276 -1.668 1.481
C 1.205 -2.442 2.413
C 1.647 -1.691 3.668
C 2.412 -0.401 3.400
H 4.144 0.361 -2.186
H 4.448 -1.379 -2.083
H 3.204 -0.625 -1.073
H 3.092 -0.719 -4.137
H 1.846 -0.096 -3.072
H 2.778 -3.003 -3.235
H 1.300 -2.350 -3.932
H 1.929 -2.534 -0.944
H 0.873 -3.590 -1.871
H -0.439 -1.474 -2.298
H 1.215 0.107 0.949
H -0.298 -2.365 0.871
H -0.455 -1.098 2.077
H 2.088 -2.751 1.843
H 0.689 -3.355 2.726
H 2.278 -2.355 4.269
H 0.764 -1.473 4.277
H 3.251 -0.579 2.724
H 2.807 0.020 4.327
H 1.781 0.364 2.945
C 0.176 2.435 4.754
N -0.852 2.234 3.770
C -2.055 1.478 4.084
C -2.542 1.095 2.696
O -3.496 0.408 2.433
N -1.615 1.540 1.768
C -0.646 2.103 2.438
N 0.491 2.527 1.822
H -0.271 2.873 5.646
H 0.931 3.128 4.385
H 0.671 1.496 5.030
H -2.812 2.049 4.629
H -1.800 0.563 4.634
H 0.423 2.463 0.805
H 0.906 3.376 2.168

---

Entry 2:
63
Properties=species:S:1:pos:R:3 method="wB97M-V/def2-TZVPD" spin_multiplicity=1 e_above_lowest_ev=0.7176 charge=+2 lumo_energy_ev=-7.452
Pt 0.728 0.009 -1.153
O 2.201 -1.301 2.199
As 1.360 0.191 1.831
O 0.713 0.934 3.101
O 0.099 -0.585 0.768
C 2.750 1.093 0.794
C 4.032 0.748 1.194
C 5.149 1.396 0.664
C 5.004 2.406 -0.263
C 3.729 2.772 -0.690
C 2.626 2.120 -0.176
S 1.091 2.583 -0.925
O 0.927 3.974 -1.069
O 0.936 1.790 -2.230
O 0.119 1.837 -0.021
H 2.018 -1.552 3.118
H 4.170 -0.017 1.943
H 6.137 1.109 1.001
H 5.870 2.916 -0.660
H 3.603 3.560 -1.422
S 1.550 -1.396 -2.641
C 2.233 -2.726 -1.767
N 2.912 -3.658 -2.418
C 3.372 -4.735 -1.526
C 2.913 -4.228 -0.142
N 2.181 -2.992 -0.476
H 3.048 -3.641 -3.415
H 4.452 -4.840 -1.591
H 2.904 -5.677 -1.800
H 3.749 -3.999 0.516
H 2.249 -4.929 0.357
H 1.754 -2.403 0.224
C -2.519 1.275 -2.559
C -2.857 1.690 -1.129
C -2.708 3.195 -0.941
Sb -1.877 0.516 0.376
C -2.256 1.092 2.390
C -1.918 2.548 2.683
C -3.729 0.779 2.665
C -2.623 -1.471 0.141
C -1.942 -2.359 -0.891
C -4.117 -1.330 -0.180
H -3.095 1.900 -3.243
H -2.777 0.237 -2.775
H -1.467 1.440 -2.780
H -3.846 1.327 -0.819
H -1.678 3.521 -1.055
H -3.090 3.548 0.016
H -3.286 3.693 -1.722
H -1.606 0.431 2.961
H -2.626 3.226 2.205
H -0.903 2.820 2.405
H -2.003 2.694 3.761
H -4.406 1.374 2.047
H -3.932 1.050 3.703
H -3.977 -0.277 2.560
H -2.463 -1.890 1.137
H -2.085 -1.988 -1.907
H -2.393 -3.353 -0.843
H -0.874 -2.482 -0.712
H -4.264 -0.986 -1.206
H -4.671 -0.668 0.486
H -4.589 -2.312 -0.104

---

Entry 3:
60
Properties=species:S:1:pos:R:3 method="wB97M-V/def2-TZVPD" spin_multiplicity=1 e_above_lowest_ev=2.4649 charge=-1 lumo_energy_ev=2.071
C 1.647 -0.061 4.918
C 0.679 -1.286 4.583
C 1.133 -2.154 3.280
C 0.952 -1.132 2.030
C 2.116 -1.202 0.942
C 1.591 -0.367 -0.353
C 2.560 -0.757 -1.565
O 2.139 -1.972 -2.259
C 2.998 -3.050 -1.971
C 2.316 -4.371 -1.373
O 4.229 -3.055 -2.118
B 2.660 -2.642 3.443
C 2.907 -4.269 3.571
O 3.854 -1.811 3.494
H 2.645 -0.381 5.387
H 1.142 0.670 5.644
H 1.938 0.568 4.006
H -0.355 -0.868 4.342
H 0.544 -1.965 5.494
H -0.006 -1.489 1.493
H 0.747 -0.055 2.338
H 3.038 -0.640 1.332
H 2.350 -2.241 0.552
H 1.547 0.749 -0.144
H 0.563 -0.816 -0.590
H 2.496 0.097 -2.331
H 3.619 -0.809 -1.158
H 1.940 -5.042 -2.212
H 1.419 -4.110 -0.722
H 3.058 -4.952 -0.726
H 3.982 -4.525 3.851
H 2.647 -4.735 2.556
H 2.154 -4.688 4.314
H 4.330 -1.841 2.639
C 0.651 3.809 -4.573
C 0.487 2.680 -3.580
C -0.542 1.664 -3.984
O -0.967 1.149 -2.728
C -0.772 2.138 -1.814
O -1.194 2.118 -0.696
O -0.035 3.156 -2.341
H 1.444 4.487 -4.247
H 0.907 3.429 -5.565
H -0.261 4.407 -4.645
H 1.456 2.209 -3.380
H -0.123 0.872 -4.606
H -1.408 2.099 -4.493
C -5.521 2.694 1.184
C -5.478 1.976 -0.146
C -4.568 2.620 -1.150
O -5.156 2.227 -2.388
C -6.481 2.034 -2.146
O -7.309 1.884 -2.995
O -6.742 2.038 -0.808
H -6.162 2.153 1.884
H -4.524 2.778 1.620
H -5.950 3.695 1.078
H -5.225 0.921 0.003
H -3.542 2.256 -1.074
H -4.564 3.714 -1.099

---

Entry 4:
69
Properties=species:S:1:pos:R:3 method="wB97M-V/def2-TZVPD" spin_multiplicity=1 lumo_energy_ev=-1.318
O -0.818 -3.134 -0.843
C -1.035 -3.289 0.377
N -1.483 -2.224 1.306
C -2.155 -1.130 0.585
O -1.613 0.009 0.578
C -3.591 -1.301 -0.165
F -3.676 -0.179 -1.049
F -3.664 -2.459 -0.974
C -4.717 -1.303 0.974
F -4.529 -0.163 1.819
F -4.517 -2.471 1.793
C -6.230 -1.351 0.448
F -7.036 -0.795 1.509
F -6.490 -0.558 -0.692
C -6.807 -2.820 0.175
O -6.649 -3.493 -0.862
O -7.584 -3.390 1.224
O -0.813 -4.598 0.939
Br -2.465 -5.189 1.532
H -0.599 -1.844 1.716
H -8.176 -4.076 0.843
C 0.306 2.474 -6.364
O -0.582 3.343 -5.680
C -1.728 2.675 -5.146
C -1.679 2.658 -3.620
N -0.621 1.772 -3.131
C -0.349 1.912 -1.698
C 0.199 3.262 -1.212
O 1.511 3.559 -1.682
C 1.558 4.165 -2.964
H 1.063 3.085 -6.858
H 0.810 1.801 -5.665
H -0.222 1.892 -7.126
H -1.840 1.663 -5.554
H -2.603 3.252 -5.461
H -2.642 2.317 -3.229
H -1.516 3.689 -3.283
H 0.237 1.972 -3.636
H 0.387 1.142 -1.445
H -1.260 1.671 -1.140
H 0.283 3.200 -0.123
H -0.486 4.094 -1.412
H 0.684 4.791 -3.163
H 1.670 3.403 -3.740
H 2.447 4.796 -3.003
C 5.924 0.722 2.560
O 5.769 -0.688 2.489
C 5.776 -1.323 3.768
C 4.395 -1.888 4.095
N 3.429 -0.817 4.352
C 2.040 -1.277 4.410
C 1.437 -1.867 3.126
O 1.280 -0.920 2.070
C 2.438 -0.730 1.269
H 6.055 1.099 1.545
H 5.036 1.191 2.990
H 6.808 0.990 3.147
H 6.131 -0.652 4.559
H 6.486 -2.154 3.703
H 4.464 -2.528 4.979
H 4.081 -2.506 3.246
H 3.502 -0.124 3.613
H 1.438 -0.407 4.693
H 1.943 -2.006 5.222
H 0.426 -2.206 3.375
H 1.973 -2.757 2.777
H 3.044 -1.636 1.189
H 3.034 0.100 1.655
H 2.108 -0.449 0.267